1.
Molecular formula: C59H151N7O27
Method: DFT, ωB97M-V/def2-TZVPD

```
244
C59H151N7O27 ωB97M-V/def2-TZVPD
C 0.96241 2.53287 -4.57203
O 0.45044 3.72951 -5.05799
C 1.23486 4.28007 -6.13520
C 1.14602 3.61146 -7.48193
N 1.86975 4.35648 -8.50608
C 1.92078 3.44708 -9.68000
C 2.57105 4.33660 -10.82360
O 1.44000 5.13802 -11.25732
C 1.86444 6.13679 -12.10053
H 0.88655 1.76922 -5.34668
H 0.35471 2.27243 -3.70557
H 2.03851 2.52101 -4.39704
H 2.27435 4.39256 -5.82650
H 0.88820 5.28513 -6.37634
H 0.13048 3.46403 -7.85002
H 1.61172 2.63838 -7.32447
H 1.25697 4.99560 -8.99300
H 0.96978 3.02507 -10.00565
H 2.52293 2.58073 -9.40568
H 2.96205 3.68775 -11.60756
H 3.40927 4.90011 -10.41363
H 0.95377 6.68445 -12.34339
H 2.24210 5.81631 -13.07180
H 2.61839 6.68181 -11.53223
C -1.86910 4.97611 -2.02356
O -2.77160 6.05168 -1.79612
C -2.76294 6.62720 -0.47632
C -4.00410 6.22346 0.39116
N -5.10650 7.04016 -0.15403
C -6.46027 6.78742 0.34701
C -7.36645 7.28210 -0.77884
O -7.10432 6.50104 -1.89654
C -7.85287 6.84957 -3.04178
H -1.87749 4.11665 -1.35276
H -0.86755 5.38912 -1.90087
H -1.95415 4.57473 -3.03331
H -2.79346 7.71269 -0.57168
H -1.84023 6.49931 0.09010
H -3.74811 6.40754 1.43469
H -4.25783 5.16491 0.32793
H -5.04559 7.03941 -1.16219
H -6.53696 7.48799 1.17876
H -6.69312 5.78139 0.69651
H -7.08419 8.30924 -1.01145
H -8.44483 7.24597 -0.62242
H -8.79155 6.30010 -3.11335
H -7.17580 6.46640 -3.80549
H -7.89843 7.91305 -3.27695
C 9.82585 3.39877 2.77918
O 9.00777 3.73994 1.68496
C 8.98350 2.74382 0.68542
C 8.28298 3.21461 -0.66850
N 6.87483 2.95086 -0.68767
C 5.99790 3.45489 0.40587
C 4.46473 3.00587 0.20484
O 4.21407 3.52448 -1.09987
C 2.85985 3.27963 -1.46578
H 10.82500 3.08121 2.48047
H 9.37719 2.52911 3.26004
H 9.74594 4.21342 3.49871
H 8.55740 1.84904 1.13957
H 10.00659 2.62622 0.32731
H 8.66144 2.56752 -1.45998
H 8.53149 4.23787 -0.95076
H 6.70763 3.60444 -1.43972
H 6.05142 4.54182 0.33806
H 6.19759 3.36687 1.47391
H 3.75161 3.41305 0.92172
H 4.46496 1.91575 0.21558
H 2.15496 3.77034 -0.79440
H 2.67338 2.20796 -1.53818
H 2.74842 3.70895 -2.46145
C 5.00279 -4.53819 7.95472
O 5.01131 -3.14820 7.54124
C 3.69600 -2.53954 7.51059
C 3.53261 -1.35734 6.50046
N 4.57013 -0.38133 6.58650
C 4.25209 0.79570 5.73729
C 5.49953 1.46201 5.14315
O 6.08915 0.50482 4.29098
C 7.19946 1.00024 3.63512
H 4.62492 -4.55412 8.97721
H 6.03261 -4.83909 7.76390
H 4.20870 -5.04318 7.40434
H 3.37299 -2.23560 8.50647
H 2.97195 -3.28331 7.17718
H 2.65803 -0.77553 6.79242
H 3.31174 -1.74307 5.50483
H 5.37878 -0.79434 6.14355
H 3.55254 1.53072 6.13547
H 3.74031 0.38314 4.86723
H 6.14934 1.69528 5.98706
H 5.20136 2.39714 4.66871
H 7.96507 1.19064 4.38778
H 7.03521 1.92139 3.07554
H 7.62971 0.25857 2.96210
C -4.60483 -0.68613 -3.11113
O -4.56237 -2.10282 -2.81111
C -4.64369 -2.44021 -1.44488
C -4.57558 -3.96873 -1.34604
N -5.56547 -4.61974 -0.45768
C -6.93867 -4.30590 -0.81526
C -7.92367 -5.07283 0.09472
O -7.66006 -4.89486 1.48568
C -8.70994 -5.19661 2.32338
H -4.10719 -0.06492 -2.36635
H -5.62170 -0.31972 -3.25349
H -4.16025 -0.52738 -4.09361
H -5.55395 -2.07649 -0.96811
H -3.73159 -2.09004 -0.96142
H -3.58122 -4.33186 -1.08563
H -4.57824 -4.47101 -2.31390
H -5.38263 -5.61315 -0.46026
H -7.19114 -4.53794 -1.85026
H -7.14983 -3.24516 -0.67957
H -7.80713 -6.15335 0.00674
H -8.92923 -4.77531 -0.20317
H -9.64747 -4.79945 1.93316
H -8.61702 -4.65256 3.26327
H -8.88860 -6.26579 2.43924
C 1.74660 -8.41434 -4.58998
O 2.07214 -6.97601 -4.57130
C 3.43116 -6.68274 -4.30588
C 3.52692 -5.19170 -3.87849
N 2.66485 -4.79655 -2.79638
C 2.87038 -3.36044 -2.50559
C 2.30953 -2.29862 -3.44874
O 0.99382 -2.68162 -3.94893
C 0.39415 -1.70262 -4.73052
H 2.27337 -8.96988 -5.36590
H 0.66462 -8.47246 -4.70751
H 1.96571 -8.88203 -3.62991
H 4.11776 -6.86329 -5.13323
H 3.69345 -7.35632 -3.48962
H 3.31328 -4.67338 -4.81369
H 4.57710 -5.06901 -3.61293
H 1.79940 -4.89666 -3.30810
H 3.90079 -3.08977 -2.27525
H 2.29670 -3.28136 -1.58185
H 3.01542 -2.31330 -4.27963
H 2.27358 -1.30140 -3.01016
H 0.72377 -1.67199 -5.76942
H 0.73414 -0.71284 -4.42454
H -0.69434 -1.74649 -4.69464
C 1.16956 -0.37489 3.51391
C 0.63409 -0.94662 2.19871
C -0.80599 -1.50729 2.48026
C -1.72845 -1.77201 1.29839
C -1.77299 -0.56082 0.34441
C -0.41655 0.02791 0.04746
N 0.46299 0.11892 1.14354
O 1.66194 0.79475 0.87793
C 0.20508 -0.85765 -1.07273
C -0.62436 1.48303 -0.57271
C 1.53520 -2.06875 1.66806
H 2.15111 0.06337 3.33276
H 1.24042 -1.14375 4.28343
H 0.60365 0.40876 4.01785
H -0.55466 -2.47721 2.91043
H -1.26086 -1.06198 3.36527
H -2.68230 -2.17297 1.64120
H -1.28849 -2.55208 0.67652
H -2.28749 0.21287 0.91482
H -2.26981 -0.86017 -0.57827
H 1.12268 -0.36359 -1.39300
H 0.39057 -1.91177 -0.86714
H -0.38770 -0.83558 -1.98739
H -1.02362 2.14098 0.19966
H 0.31930 2.00290 -0.73799
H -1.35134 1.61140 -1.37466
H 1.21410 -2.72480 0.85898
H 1.92239 -2.69164 2.47452
H 2.40524 -1.62456 1.18403
H 2.19430 0.16135 0.39008
C 5.09339 -1.26350 0.11638
C 6.26037 -0.37621 0.04063
O 6.40986 0.22535 -1.21020
O 3.92651 -0.74073 -0.42407
H 4.78481 -1.62537 1.09728
H 5.21647 -2.20741 -0.41567
H 7.24251 -0.77374 0.29705
H 6.03935 0.46233 0.70175
H 6.71214 1.12514 -1.06041
H 4.26570 -0.34323 -1.23007
C -1.48152 4.45009 2.75163
C -0.60989 3.14515 2.95827
O 0.65312 3.30656 2.23931
O -1.03209 5.56311 3.45643
H -2.52504 4.27257 3.01198
H -1.47982 4.69635 1.68946
H -1.20724 2.36283 2.48956
H -0.52344 2.91828 4.02095
H 1.05814 2.45931 2.03908
H -0.09596 5.57532 3.24287
C -3.74444 -0.50164 6.30265
C -3.17942 0.83508 5.98827
O -2.00288 0.76775 5.25086
O -4.12060 -1.15300 5.05922
H -4.66060 -0.47381 6.89258
H -2.96120 -1.11640 6.74651
H -2.87690 1.36020 6.89442
H -3.91253 1.43577 5.44960
H -2.27764 0.70044 4.33336
H -4.81641 -1.79635 5.21259
C -5.02139 0.90264 2.15733
C -4.89073 1.99716 1.06694
O -5.96683 1.96367 0.15602
O -3.84684 0.78201 2.89923
H -5.14493 -0.12243 1.80729
H -5.93987 1.15468 2.68792
H -4.01005 1.96166 0.42541
H -4.88225 2.92485 1.63974
H -5.75556 2.56338 -0.56325
H -3.77069 -0.13488 3.17406
C -1.54133 -4.05919 5.40605
C -0.55838 -3.04702 5.95681
O 0.78729 -3.59771 5.90132
O -0.92828 -4.70539 4.23421
H -2.57957 -3.77226 5.23952
H -1.52105 -4.92099 6.07348
H -0.79126 -2.79749 6.99198
H -0.45260 -2.10562 5.41738
H 0.76003 -4.09094 5.07768
H -1.23767 -5.61404 4.22090
C -5.33866 -4.99357 3.54761
C -4.45239 -3.98395 2.78635
O -5.35830 -3.17372 2.03661
O -5.63082 -6.10349 2.65178
H -6.24951 -4.46468 3.82880
H -4.95363 -5.39361 4.48564
H -3.67500 -4.44547 2.17722
H -3.94250 -3.25652 3.41832
H -5.71768 -3.66321 1.29250
H -6.09579 -5.86677 1.84491
C -0.56189 -6.06012 -2.73562
C -0.63402 -4.87868 -1.75457
O -1.37918 -3.76820 -2.27320
O -1.86799 -6.57162 -2.92224
H 0.03363 -6.81812 -2.22685
H -0.09600 -5.72467 -3.66234
H 0.36029 -4.55716 -1.44380
H -1.12922 -5.17899 -0.83107
H -1.08188 -3.58240 -3.16710
H -2.32804 -5.87261 -3.39311
```

Results
DFT total energy = -4752.69380 hartree
Kohn-Sham gap = 8.488 eV



2.
Molecular formula: C4H37O16
Method: DFT, ωB97M-V/def2-TZVPD

```
57
C4H37O16 ωB97M-V/def2-TZVPD
C -0.48710 -1.98192 1.40188
O -0.24438 -2.50529 0.18967
C -1.46577 -0.80472 1.29601
C -1.00778 0.23051 2.43963
C -1.60300 1.64449 1.84685
O -0.47303 2.45495 1.91600
H -0.73280 -2.84583 2.18738
H 0.48973 -1.42008 1.75519
H -0.41300 -1.98490 -0.58724
H -2.48234 -1.26018 1.43608
H -1.49472 -0.25554 0.33253
H -1.25731 -0.02100 3.46404
H 0.06310 0.31600 2.49859
H -2.35083 2.09416 2.43792
H -1.86703 1.56975 0.85644
H -0.11568 -3.07224 -4.35255
H -1.42729 -2.77487 -3.77671
O -1.00576 -3.51437 -4.18862
H 1.52663 0.37141 -0.13245
H 0.08962 2.38196 1.06133
O 1.92322 0.92594 0.52535
H -0.63049 0.75734 -1.55388
H -1.96772 -0.06838 -2.01068
O -1.07555 0.19739 -2.27804
H 1.95883 -4.92151 0.77443
H 0.57325 -4.80508 0.26686
O 1.38228 -5.25921 0.10494
H -1.48521 1.60933 -3.33957
H -1.10392 2.43512 -2.23478
O -1.40733 2.49934 -3.18577
H 0.43681 3.31510 -1.07572
H 0.67895 1.61400 -1.54109
O 0.06117 2.60604 -0.67184
H 0.40465 4.94913 2.58605
H -0.54758 4.07660 1.75640
O -0.20811 5.02847 1.84642
H 1.52312 0.09801 3.37049
H 1.87234 -0.16167 4.72859
O 1.35043 -0.56859 4.00209
H 2.74857 -2.94318 0.55158
H 3.66246 -3.02683 -0.45483
O 3.68732 -2.99889 0.52651
H -3.13663 3.24824 -1.36762
H -2.43214 3.27999 -0.15217
O -3.22534 2.94888 -0.53712
H 0.79720 0.78820 -2.86949
H 2.10229 1.72641 0.08859
O 1.24543 0.84930 -2.06707
H 1.04201 -0.81194 -2.00660
H -0.43915 -1.53343 -2.54558
O 0.57262 -1.63111 -2.44032
H 4.62041 -1.29748 1.66560
H 3.65072 -0.07412 1.55773
O 4.56623 -0.37002 1.84081
H -3.21149 0.75083 -0.60897
H -3.89977 -0.88925 -0.55332
O -3.38216 -0.13085 -1.09786
```

Results
Relative energy (zero: lowest compared OMol25 entry of this formula, charge and spin) = 128.05 kcal per mole
DFT total energy = -1378.36243 hartree
Net charge = -1
Kohn-Sham gap = 9.181 eV